The following is a quantum chemistry calculation of C42H75BFNbO28P as an isolated structure in a non-equilibrium geometry, from the Open Molecules 2025 dataset.

Output
Spin multiplicity: 1
Charge: -1
E_tot (eV): -116338.024

```
149
Properties=species:S:1:pos:R:3:forces:R:3
C -6.32277 -4.38713 -2.78261 -0.1 -0.1 0.0
C -4.82784 -4.15566 -2.67298 0.1 -0.2 -0.1
O -4.49635 -2.77823 -2.48069 -0.1 0.0 -0.1
C -4.84166 -2.14823 -1.33471 -0.1 1.5 0.0
O -4.95626 -0.93559 -1.35754 0.2 -1.3 0.0
C -5.04664 -2.92721 -0.06402 -0.1 -0.3 0.3
C -4.07300 -2.51070 1.05910 -0.3 0.5 0.0
C -2.59882 -2.30344 0.68715 0.8 -0.1 -0.2
Nb -1.27251 -4.13292 0.92688 -2.8 -2.1 2.0
C 0.47378 -5.62154 0.94869 0.5 0.5 0.1
C 0.70899 -6.45871 2.18887 0.4 -0.2 -0.4
F -0.31580 -6.39741 3.15367 0.0 0.0 0.0
C -0.68853 -3.36863 2.98739 1.0 0.3 -0.4
C 0.79609 -3.37674 3.41835 -0.1 0.0 0.2
C 1.28181 -2.06036 4.01292 0.2 0.0 0.1
O 1.19362 -2.08114 5.44374 -0.2 0.0 -0.2
C -1.57745 -4.71143 -1.25926 1.0 0.7 -0.4
B -0.37672 -4.44944 -2.21515 0.1 -0.1 0.1
O -0.24689 -3.37579 -3.07159 -0.1 -0.3 -0.1
O 0.67317 -5.35409 -2.22520 -0.3 -0.1 -0.2
O -2.66782 -5.31380 1.68326 0.9 0.6 -1.6
C -3.41277 -6.32401 1.04658 -0.6 -0.5 0.8
C -2.64563 -7.62749 0.91487 -0.2 -0.1 -0.1
P 0.50943 -2.41505 0.08383 -0.5 0.7 -0.3
O -0.02876 -1.33475 -0.83111 0.1 0.0 -0.2
H -6.70506 -4.06761 -3.75283 0.0 0.1 0.1
H -6.87510 -3.86702 -1.99915 0.0 0.0 0.0
H -6.52814 -5.45432 -2.67321 0.0 0.0 0.0
H -4.37682 -4.77791 -1.89986 -0.1 0.1 0.1
H -4.33663 -4.43485 -3.60577 0.0 0.1 0.0
H -6.05557 -2.65919 0.26605 0.0 -0.1 0.0
H -5.05074 -4.00859 -0.18736 0.2 0.0 -0.2
H -4.46249 -1.56126 1.44500 0.0 0.0 0.0
H -4.19929 -3.23335 1.86772 0.0 0.0 0.0
H -2.45315 -1.87160 -0.30670 -0.2 0.1 0.0
H -2.19113 -1.54698 1.36383 0.0 0.0 -0.1
H 1.40001 -5.07894 0.73433 0.0 -0.1 -0.1
H 0.31484 -6.26329 0.07939 -0.2 0.1 0.0
H 1.63862 -6.16964 2.68700 -0.2 0.1 0.2
H 0.81541 -7.51863 1.92920 -0.2 0.0 0.1
H -1.26179 -4.00992 3.66450 -0.2 -0.1 -0.2
H -1.07179 -2.35165 3.12168 -0.1 0.0 -0.1
H 0.94993 -4.14958 4.17759 0.1 0.0 0.0
H 1.47354 -3.62677 2.59696 -0.1 0.0 -0.1
H 0.68028 -1.23505 3.61985 0.0 0.0 0.0
H 2.32075 -1.86018 3.72378 0.0 -0.1 0.1
H 0.88503 -1.21181 5.70911 0.1 0.0 0.2
H -2.41635 -4.10183 -1.59650 -0.2 -0.1 0.1
H -1.77266 -5.78604 -1.32469 -0.3 0.0 0.4
H -0.95485 -2.73534 -2.95978 0.1 0.2 0.2
H 1.22956 -5.21682 -2.99889 0.1 0.1 0.0
H -4.28327 -6.54467 1.68362 0.0 0.1 0.0
H -3.83710 -6.01559 0.08387 0.3 0.2 -0.1
H -1.78677 -7.54772 0.24864 0.0 0.1 0.1
H -2.32434 -7.96754 1.89980 0.2 0.1 0.0
H -3.33104 -8.38312 0.51568 0.1 0.0 -0.1
H 1.11875 -1.76733 1.20012 0.3 -0.2 0.1
H 1.66895 -3.04328 -0.47105 0.1 0.0 0.1
C -2.00474 3.68298 4.15777 0.2 0.1 0.0
C -1.30820 2.35367 4.24332 -0.2 0.1 -0.1
C -1.57140 1.51324 5.47263 0.0 -0.1 0.0
O -0.35425 0.74552 5.56249 -0.1 0.0 0.1
C 0.63423 1.47235 4.99741 0.0 0.1 -0.1
O 1.79177 1.20953 5.05917 0.1 0.0 0.0
O 0.12102 2.54184 4.35605 -0.1 -0.1 0.0
H -1.60517 4.25366 3.31838 -0.1 0.0 -0.1
H -3.07425 3.54757 4.00668 0.0 0.0 0.0
H -1.84741 4.26525 5.06162 0.0 -0.1 0.1
H -1.49155 1.76837 3.33745 0.1 -0.1 0.0
H -2.42562 0.84936 5.37784 0.1 -0.1 0.0
H -1.66846 2.11827 6.37653 0.0 0.1 0.0
C 6.43548 -7.73670 -4.08565 -0.1 -0.1 -0.3
C 5.37438 -6.75920 -3.65776 0.3 -0.1 0.1
C 4.25482 -7.31726 -2.80623 0.0 0.2 0.1
O 3.19543 -6.39664 -3.09858 0.1 -0.3 0.0
C 3.40529 -5.91033 -4.33857 0.0 0.0 0.0
O 2.61122 -5.25940 -4.93955 -0.1 0.1 -0.1
O 4.63006 -6.25383 -4.78720 0.1 0.0 0.0
H 7.09865 -7.27977 -4.81875 0.0 0.0 0.1
H 7.02760 -8.04494 -3.22459 0.0 0.0 0.0
H 5.98814 -8.61972 -4.54528 0.0 0.0 0.0
H 5.82264 -5.89580 -3.15965 0.0 0.0 0.0
H 4.46783 -7.30395 -1.74095 -0.1 0.1 0.0
H 3.94995 -8.32215 -3.10896 0.0 0.0 -0.1
C 4.08004 -0.28243 -3.88343 0.2 0.2 0.1
C 4.70595 -1.64790 -3.92666 -0.1 0.1 0.0
C 4.46292 -2.53020 -2.72271 0.0 -0.1 -0.1
O 5.63503 -3.37858 -2.75040 -0.2 -0.1 0.2
C 6.63149 -2.69246 -3.34718 -0.1 0.1 -0.1
O 7.76881 -3.04747 -3.37378 0.1 0.0 0.0
O 6.15728 -1.56771 -3.91194 0.0 0.0 -0.1
H 4.44129 0.32729 -4.71155 -0.1 -0.1 -0.1
H 2.99608 -0.36351 -3.95270 0.0 0.0 0.0
H 4.32682 0.23689 -2.95773 -0.1 0.0 0.0
H 4.42247 -2.17463 -4.84202 0.0 0.0 0.0
H 3.55625 -3.12662 -2.78792 0.1 -0.1 0.0
H 4.46543 -1.97035 -1.78615 0.0 0.1 0.0
C 2.15559 3.96808 2.47710 -0.1 0.3 -0.3
C 2.86371 2.99435 1.57997 -0.1 0.0 0.2
C 4.17286 3.46291 0.98995 0.0 -0.1 -0.1
O 4.23747 2.71325 -0.23392 0.1 0.1 0.1
C 2.96389 2.44361 -0.61469 -0.2 -0.1 0.1
O 2.64875 2.00056 -1.66867 0.1 0.1 -0.2
O 2.09695 2.76003 0.37261 0.2 0.0 0.2
H 1.16074 3.60389 2.69722 0.0 -0.1 0.1
H 2.69213 4.09247 3.41694 0.0 -0.1 0.0
H 2.06071 4.93869 1.98756 0.1 0.0 0.0
H 2.98986 2.02884 2.07724 0.0 0.0 0.0
H 5.03858 3.24943 1.61064 0.0 -0.1 -0.1
H 4.14872 4.52706 0.73965 0.0 0.0 0.1
C -1.86620 4.87045 -1.81680 -0.2 -0.1 0.2
C -0.88150 5.84312 -1.23266 0.0 -0.2 -0.1
C 0.41408 5.25817 -0.71498 -0.1 0.1 -0.1
O 0.79247 6.23220 0.28267 0.1 -0.1 -0.1
C -0.34021 6.80201 0.74656 0.0 -0.1 -0.1
O -0.39908 7.50674 1.70590 0.0 0.1 0.1
O -1.39067 6.46256 -0.02391 0.0 0.1 -0.1
H -2.81459 5.36929 -2.01156 0.0 0.0 -0.1
H -1.48868 4.47455 -2.75807 0.0 0.0 0.0
H -2.05993 4.04011 -1.13698 0.1 0.0 0.0
H -0.68161 6.64805 -1.94769 0.0 0.1 0.1
H 1.18963 5.16824 -1.47094 0.1 0.1 0.1
H 0.27309 4.29508 -0.22604 0.0 0.0 0.0
C 2.31271 7.84182 -6.10441 0.0 -0.2 0.1
C 0.81412 7.76323 -5.98586 0.1 0.0 0.0
C 0.22226 8.27347 -4.68948 -0.1 0.0 0.0
O -0.98825 7.51120 -4.59468 0.1 0.1 0.1
C -0.79251 6.34211 -5.26099 0.1 0.0 0.0
O -1.52284 5.41111 -5.21828 -0.1 0.0 0.0
O 0.36335 6.39609 -5.96294 0.0 0.1 -0.1
H 2.65250 7.30799 -6.99043 0.0 0.1 0.0
H 2.62895 8.88201 -6.18095 0.0 0.0 0.0
H 2.79400 7.38712 -5.23804 0.0 0.0 0.0
H 0.33465 8.25104 -6.83979 0.0 0.0 0.0
H -0.00153 9.33671 -4.69051 -0.1 0.0 0.0
H 0.85390 8.03038 -3.83087 0.1 0.0 0.0
C -3.74062 9.76206 5.70801 -0.1 0.0 0.2
C -3.15403 8.39916 5.45679 -0.1 0.1 0.0
C -3.97651 7.47226 4.59016 0.1 0.0 -0.1
O -3.55637 6.18219 5.05681 -0.2 0.1 0.0
C -3.16364 6.31875 6.34514 0.0 0.1 0.0
O -2.92198 5.41476 7.07655 0.0 -0.1 0.1
O -3.08158 7.62675 6.67539 0.1 0.1 0.0
H -3.16335 10.29120 6.46477 0.1 0.0 -0.1
H -3.73018 10.34748 4.78913 0.0 0.0 0.0
H -4.76740 9.68235 6.06725 0.0 0.0 0.0
H -2.13787 8.48387 5.06257 0.0 0.0 0.0
H -3.77591 7.56863 3.52659 0.1 -0.1 0.0
H -5.04820 7.57516 4.77715 0.0 0.1 0.0
```
Positions in Å, forces in eV/Å.